The following is a quantum chemistry calculation of 8 unconnected molecules or ions with the total composition C5H28NO7S2 in a non-equilibrium geometry, from the Open Molecules 2025 dataset.

Highest occupied orbital energy = -11.6 eV
Frontier orbital gap = 0.3348 hartree
Total charge = +1
Multiplicity = 1
E = -1584.73068 hartree

Element x y z (Å)
N (-1.122, 0.848, -0.998)
C (-2.197, -0.216, -1.414)
C (-3.406, 0.508, -1.991)
C (-2.999, -1.080, -0.411)
S (-1.914, -2.586, -0.092)
S (2.353, -2.248, 3.000)
C (1.926, -0.473, 2.903)
C (1.926, 0.133, 1.420)
H (-0.286, 0.325, -0.859)
H (-1.409, 1.329, -0.163)
H (-1.019, 1.531, -1.771)
H (-1.954, -0.769, -2.390)
H (-4.228, 0.751, -1.440)
H (-3.793, -0.251, -2.663)
H (-2.981, 1.593, -2.355)
H (-3.976, -1.534, -0.624)
H (-3.175, -0.671, 0.607)
H (2.514, 0.130, 3.487)
H (0.901, -0.453, 3.242)
H (3.035, 0.338, 1.335)
H (1.466, 1.211, 1.490)
H (1.623, -0.291, 0.441)
H (4.022, 0.375, -1.129)
H (5.418, 0.268, -1.785)
O (4.609, 0.840, -1.774)
H (-2.114, 3.158, 0.748)
H (-3.639, 2.518, 0.446)
O (-2.608, 2.603, 0.239)
H (3.620, 2.704, -2.104)
H (3.521, 3.076, -3.546)
O (2.968, 3.204, -2.719)
H (1.017, 2.457, -2.023)
H (-0.001, 3.748, -2.020)
O (0.162, 2.811, -2.258)
H (-0.561, -2.279, 1.371)
H (2.419, -2.563, 1.705)
O (-0.788, -1.656, 0.719)
H (4.113, -1.903, 0.231)
H (4.253, -1.901, -1.227)
O (3.924, -1.388, -0.506)
H (-4.734, 0.756, 2.454)
H (-5.232, 1.646, 1.417)
O (-4.453, 1.446, 1.865)